# 1
The following is a DFT calculation (ωB97M-V with the def2-TZVPD basis set) of a molecular structure, C13H32I2MnN4S.

Output
Multiplicity ... 2
Net charge ... +2
LUMO (alpha / beta) ... -7.20 / -6.63 eV
F_max ... 0.00922 Eh/bohr

The geometry in XYZ format:
```
53
Properties=species:S:1:pos:R:3:forces:R:3:mulliken_charge:R:1
I 0.6507 0.3628 -3.5942 -0.11 -0.02 -0.12 0.654
I -0.6797 -1.0863 -6.4555 -0.13 0.02 -0.16 0.259
Mn -1.5118 -1.1595 -3.9120 0.10 -0.21 -0.28 0.238
S 0.5730 -0.3275 -0.6989 0.06 0.01 -0.03 -0.670
N -3.4515 -0.5743 -3.8019 -0.05 0.01 -0.06 -0.455
N 0.0831 0.4356 1.8033 -0.04 0.00 -0.01 -0.141
N -1.5522 -2.4269 -2.3667 -0.03 0.10 0.46 -0.430
N 1.0360 2.0340 0.5057 -0.02 -0.21 -0.03 -0.243
C -0.6091 -0.5942 5.2783 -0.05 -0.01 0.02 -1.192
C 0.6723 -0.8720 4.4999 0.05 0.05 0.00 -0.230
C 0.7032 0.3715 -5.7566 0.11 0.08 0.02 -0.897
C -3.8888 -1.8569 -1.7212 -0.06 0.05 0.00 -0.781
C -0.4778 -0.8544 2.2088 -0.01 0.13 -0.05 -0.428
C 4.0970 2.5566 0.9750 -0.02 0.03 0.02 -0.666
C 0.4527 -1.5861 3.1669 0.02 -0.05 -0.04 -0.656
C 3.6263 1.9206 2.2850 -0.02 0.00 0.02 -0.864
C -2.4477 -1.9639 -1.2552 0.11 -0.09 0.03 -0.155
C -4.1618 -0.5708 -2.4797 0.03 0.05 -0.11 -0.642
C 0.5597 0.7850 0.6089 0.10 0.11 0.11 0.601
C 1.9780 2.5093 -0.5099 -0.14 -0.01 0.02 -0.715
C 3.4091 2.0402 -0.2898 0.06 -0.05 -0.03 -0.288
H 1.9094 3.5978 -0.5034 0.06 0.00 0.02 0.487
H -0.6440 -1.4357 1.3057 0.04 0.00 0.01 -0.018
H 0.3891 1.3278 -6.1589 0.05 0.02 0.03 0.449
H -2.3422 -2.6385 -0.4056 -0.07 -0.10 -0.08 0.400
H -0.3861 -0.2781 6.2960 0.02 0.01 0.00 0.402
H 4.3687 2.0557 3.0702 0.01 0.02 -0.01 0.471
H 1.4125 -1.7363 2.6651 -0.01 -0.03 -0.01 0.270
H -1.8456 -3.3645 -2.6441 0.03 0.01 -0.02 0.349
H -1.4483 -0.6568 2.6670 0.00 -0.06 0.04 0.390
H 0.0338 -2.5796 3.3474 -0.04 0.02 0.03 0.360
H -3.8031 0.2932 -1.9206 0.02 -0.02 0.02 0.395
H 2.7026 2.3621 2.6684 -0.01 0.00 -0.02 0.145
H 1.6847 0.0745 -6.1092 0.02 0.05 0.01 0.430
H 3.4241 0.9452 -0.2976 0.01 0.01 0.00 0.203
H -3.9667 -1.2066 -4.4201 -0.02 0.03 0.01 0.361
H -1.2319 -1.4888 5.3434 0.02 -0.01 0.01 0.292
H -1.2148 0.1962 4.8286 0.00 -0.01 -0.03 0.266
H 3.9956 3.6446 1.0277 0.01 0.00 0.01 0.285
H -4.5449 -1.8958 -0.8514 0.01 0.07 0.01 0.346
H -2.0655 -0.9944 -0.9353 -0.01 -0.02 0.03 0.221
H 0.2603 1.0827 2.5592 -0.06 -0.02 0.04 0.314
H -0.6068 -2.5331 -1.9926 -0.04 0.02 0.07 0.267
H -4.1729 -2.7204 -2.3342 0.01 -0.03 0.03 0.308
H -5.2278 -0.4322 -2.6584 0.00 -0.03 0.02 0.387
H 3.4654 0.8456 2.1690 0.01 -0.01 -0.01 0.191
H 1.2217 0.0626 4.3356 0.00 0.00 0.02 0.080
H -3.5591 0.3411 -4.2386 -0.02 0.00 0.02 0.307
H 3.9844 2.3626 -1.1618 -0.01 0.01 0.00 0.422
H 1.0285 2.5688 1.3612 -0.01 0.07 -0.02 0.349
H 1.3407 -1.4851 5.1057 -0.01 -0.02 -0.01 0.396
H 1.6117 2.1734 -1.4770 0.01 0.03 -0.02 -0.166
H 5.1661 2.3691 0.8686 0.00 -0.04 -0.01 0.342
```
Forces are in eV/Å.

# 2
The following is a DFT calculation (ωB97M-V with the def2-TZVPD basis set) of C5H8N2S in the gas phase.

Output
Energy above the lowest of the compared OMol25 structures with the same formula, charge and spin ... 343.64 kJ/mol
Net charge ... 0
LUMO ... 0.70 eV
F_max ... 0.08352 Eh/bohr
SMILES string ... C=C/C(=N/S)N1CC1

The geometry in XYZ format:
```
16
Properties=species:S:1:pos:R:3:forces:R:3:mulliken_charge:R:1
S 0.0113 1.7317 -1.4183 -1.70 -1.88 0.24 -0.170
N -0.7484 -0.8782 -0.2099 -2.10 -1.42 -0.49 -0.368
N 0.8509 0.7931 -0.3019 0.21 -0.59 -0.15 -0.477
C -2.1123 -0.3077 0.0550 1.23 -0.64 -1.57 -0.722
C 2.3370 -0.2747 1.6741 -0.81 -4.22 0.04 -0.749
C 0.4734 -0.3680 0.1340 -0.21 2.05 0.30 0.834
C 1.3839 -1.0581 1.0839 0.51 0.78 0.09 -0.275
C -1.7364 -1.6061 0.5885 0.33 -1.39 -0.38 -0.423
H 1.2398 -2.1859 1.2166 0.47 1.89 0.05 0.300
H -2.2169 -2.5142 0.1299 0.83 0.93 0.50 0.217
H -1.5492 -1.6599 1.6411 0.06 -0.18 0.53 0.331
H -2.7230 -0.3263 -0.8458 -0.10 0.43 0.34 0.385
H 2.5224 0.7523 1.5423 -0.23 0.95 -0.33 0.352
H -2.1089 0.5191 0.6967 -0.35 1.15 0.73 0.363
H -1.1448 0.8665 -1.6046 1.68 1.59 -0.11 0.151
H 3.0088 -0.8748 2.2853 0.18 0.55 0.21 0.249
```
Forces are in eV/Å.

# 3
The following is a DFT calculation (ωB97M-V with the def2-TZVPD basis set) of C4H11N3 in the gas phase.

Output
Energy above the lowest of the compared OMol25 structures with the same formula, charge and spin ... 142.25 kJ/mol
Net charge ... 0
LUMO ... 0.98 eV
F_max ... 0.04264 Eh/bohr
SMILES string ... [H]/N=C/NCCCN

The geometry in XYZ format:
```
18
Properties=species:S:1:pos:R:3:forces:R:3:mulliken_charge:R:1
N -3.0801 -0.6349 0.4830 1.48 1.04 -0.96 -0.633
N -1.2506 0.3508 -0.6410 -0.41 -0.06 1.90 -0.191
N 2.1993 -1.2317 0.0595 1.33 0.31 0.80 -0.554
C 1.8882 0.1353 -0.4415 -0.34 -0.95 -0.73 -0.435
C -0.4330 0.2928 0.5910 -1.32 1.12 0.81 -0.350
C 0.9281 0.9390 0.4201 0.03 0.38 -0.34 -0.776
C -2.5269 -0.1470 -0.5881 0.20 -1.11 1.88 -0.135
H 0.7884 1.9738 -0.0151 0.25 -1.02 0.51 0.301
H -3.9967 -0.9539 0.2346 -0.60 -0.11 -0.03 0.230
H 1.5229 0.0020 -1.4765 -0.21 0.20 0.31 0.208
H 1.4112 1.0182 1.4078 -0.31 0.22 -0.20 0.323
H -3.0351 -0.1863 -1.5119 -0.42 0.21 -1.31 0.393
H 3.2403 -1.3450 0.2466 -1.97 0.28 -0.25 0.249
H 1.7116 -1.3944 0.9477 0.39 0.00 -0.44 0.225
H -0.3676 -0.7402 0.9483 -0.01 0.06 -0.01 0.267
H 2.7760 0.7104 -0.5596 0.93 0.43 0.02 0.325
H -0.9975 0.8831 1.4047 0.67 -1.03 -1.23 0.322
H -0.7784 0.3279 -1.5097 0.30 0.01 -0.73 0.231
```
Forces are in eV/Å.

# 4
The following is a DFT calculation (ωB97M-V with the def2-TZVPD basis set) of C4H4F2 in the gas phase.

Output
Energy above the lowest of the compared OMol25 structures with the same formula, charge and spin ... 58.89 kJ/mol
Net charge ... 0
LUMO ... 0.88 eV
F_max ... 0.07757 Eh/bohr
SMILES string ... C=CC=C(F)F

The geometry in XYZ format:
```
10
Properties=species:S:1:pos:R:3:forces:R:3:mulliken_charge:R:1
F -1.9739 -0.8122 0.0392 -0.43 0.34 -0.06 -0.231
F -1.2973 1.2198 -0.1276 0.09 0.96 0.34 -0.204
C 0.2965 -0.5836 -0.0092 -2.15 3.31 0.55 -0.320
C -0.9167 -0.0031 0.0212 0.66 -2.15 -0.66 0.397
C 2.7446 -0.0687 -0.0762 -1.44 -2.34 -1.49 -0.779
C 1.4613 0.1904 0.1965 2.28 2.75 0.92 -0.014
H 0.1378 -1.5810 -0.0085 0.53 -3.26 -0.03 0.422
H 1.2859 1.1836 0.6849 -0.10 -0.79 -0.59 0.210
H 2.8980 -1.0275 -0.6003 0.26 0.31 0.36 0.213
H 3.6054 0.5466 -0.0747 0.30 0.86 0.65 0.306
```
Forces are in eV/Å.

Please write out number 2 again, unchanged.
The following is a DFT calculation (ωB97M-V with the def2-TZVPD basis set) of C5H8N2S in the gas phase.

Output
Energy above the lowest of the compared OMol25 structures with the same formula, charge and spin ... 343.64 kJ/mol
Net charge ... 0
LUMO ... 0.70 eV
F_max ... 0.08352 Eh/bohr
SMILES string ... C=C/C(=N/S)N1CC1

The geometry in XYZ format:
```
16
Properties=species:S:1:pos:R:3:forces:R:3:mulliken_charge:R:1
S 0.0113 1.7317 -1.4183 -1.70 -1.88 0.24 -0.170
N -0.7484 -0.8782 -0.2099 -2.10 -1.42 -0.49 -0.368
N 0.8509 0.7931 -0.3019 0.21 -0.59 -0.15 -0.477
C -2.1123 -0.3077 0.0550 1.23 -0.64 -1.57 -0.722
C 2.3370 -0.2747 1.6741 -0.81 -4.22 0.04 -0.749
C 0.4734 -0.3680 0.1340 -0.21 2.05 0.30 0.834
C 1.3839 -1.0581 1.0839 0.51 0.78 0.09 -0.275
C -1.7364 -1.6061 0.5885 0.33 -1.39 -0.38 -0.423
H 1.2398 -2.1859 1.2166 0.47 1.89 0.05 0.300
H -2.2169 -2.5142 0.1299 0.83 0.93 0.50 0.217
H -1.5492 -1.6599 1.6411 0.06 -0.18 0.53 0.331
H -2.7230 -0.3263 -0.8458 -0.10 0.43 0.34 0.385
H 2.5224 0.7523 1.5423 -0.23 0.95 -0.33 0.352
H -2.1089 0.5191 0.6967 -0.35 1.15 0.73 0.363
H -1.1448 0.8665 -1.6046 1.68 1.59 -0.11 0.151
H 3.0088 -0.8748 2.2853 0.18 0.55 0.21 0.249
```
Forces are in eV/Å.

> The highest F_max belongs to which entry?

C5H8N2S